1.
Molecular formula: C5H8FNO
Method: DFT, ωB97M-V/def2-TZVPD

```
! RIJCOSX wB97M-V def2-TZVPD def2/J DEFGRID3
* xyz 0 1
O -2.75009 0.20225 0.31044
C -2.24103 -0.76866 -0.24352
N -0.94852 -0.95081 -0.23610
C -0.15099 -0.06347 0.58576
C 0.15442 1.25263 -0.10626
C 1.55329 0.74674 -0.43405
C 1.36409 -0.42688 0.57204
F 1.53737 -1.64303 -0.00769
H -2.81515 -1.60379 -0.78828
H -0.51101 -1.81903 -0.46511
H -0.61156 0.11190 1.55003
H 0.01287 2.10929 0.54741
H -0.45953 1.52615 -0.98479
H 2.44499 1.40348 -0.39489
H 1.52638 0.24320 -1.41665
H 1.89447 -0.31998 1.51167
*
```

The energy is -11569.005 eV. Its HOMO energy is -9.8454 eV. Its gap between HOMO and LUMO is 0.397 Eh. The LUMO energy is 0.9652 eV. The energy above the lowest of the compared OMol25 structures with the same formula, charge and spin is 32.6 kcal per mole.

Here are the natural (NBO) charges for atoms 1 to 8, given in e:
1. O -0.6308
2. C 0.5248
3. N -0.6040
4. C -0.0885
5. C -0.4103
6. C -0.4408
7. C 0.2063
8. F -0.3590


2.
Molecular formula: C5H9NO
Method: DFT, ωB97M-V/def2-TZVPD

```
! RIJCOSX wB97M-V def2-TZVPD def2/J DEFGRID3
* xyz 0 1
C -1.70051 -1.14363 -0.01229
C -0.56734 -0.31357 -0.57686
C -0.67477 1.23811 -0.43856
C 0.61476 1.19467 0.40461
C 0.81106 -0.23388 0.05636
N 1.76668 -1.04271 0.23162
O 2.91310 -0.28384 0.54882
H -2.55223 -1.10384 -0.70056
H -2.04052 -0.76454 0.95888
H -1.39500 -2.18552 0.10453
H -0.34973 -0.59639 -1.60708
H -0.60876 1.74239 -1.41057
H -1.54537 1.64692 0.08547
H 0.33174 0.83711 1.42283
H 1.39356 1.96206 0.33458
H 3.60332 -0.95333 0.59820
*
```

The energy is -8865.669 eV. Its HOMO energy is -9.2013 eV. Its gap between HOMO and LUMO is 0.378 Eh. The LUMO energy is 1.0752 eV. The energy above the lowest of the compared OMol25 structures with the same formula, charge and spin is 81.7 kcal per mole.

Here are the natural (NBO) charges for atoms 1 to 8, given in e:
1. C -0.6017
2. C -0.2480
3. C -0.3940
4. C -0.4662
5. C 0.2378
6. N -0.1684
7. O -0.5915
8. H 0.2141


3.
Molecular formula: C5H11NO
Method: DFT, ωB97M-V/def2-TZVPD

```
! RIJCOSX wB97M-V def2-TZVPD def2/J DEFGRID3
* xyz 0 1
C -1.04091 -1.54551 -0.03091
C -0.67548 -0.10843 -0.40868
C -1.66165 0.91612 0.20210
N 0.78976 0.25280 -0.06611
C 1.91827 -0.64019 0.25898
C 1.13937 1.56482 -0.19249
O 0.40913 2.48211 -0.52182
H -1.30173 -1.63288 1.03053
H -1.92087 -1.87873 -0.59944
H -0.22689 -2.23875 -0.25639
H -0.73993 -0.00711 -1.49926
H -1.07997 1.81801 0.38594
H -2.41703 1.24737 -0.52161
H -2.17148 0.55735 1.10539
H 1.78741 -1.17910 1.20205
H 2.17528 -1.36110 -0.52849
H 2.81879 -0.01955 0.38981
H 2.19794 1.77274 0.05039
*
```

The energy is -8900.538 eV. Its HOMO energy is -9.3408 eV. Its gap between HOMO and LUMO is 0.376 Eh. The LUMO energy is 0.8852 eV. The energy above the lowest of the compared OMol25 structures with the same formula, charge and spin is 26.7 kcal per mole.

Here are the natural (NBO) charges for atoms 1 to 8, given in e:
1. C -0.6188
2. C -0.0243
3. C -0.6438
4. N -0.4465
5. C -0.4059
6. C 0.5310
7. O -0.6290
8. H 0.2089


4.
Molecular formula: C22H22BrI2N4NdO
Method: DFT, ωB97M-V/def2-TZVPD

```
! RIJCOSX wB97M-V def2-TZVPD def2/J DEFGRID3
* xyz 2 4
Nd -0.02358 -0.22411 -0.20698
I -1.47472 6.06554 3.44742
C -1.11102 4.15878 2.71852
C -0.00714 3.40100 3.08420
C 0.10671 2.03548 2.78334
I 1.91807 0.98500 2.81259
C -0.91639 1.38691 2.04276
O -1.02434 0.09711 1.87252
C -1.97486 2.22503 1.57304
C -2.87747 1.57216 0.56224
N -2.18639 1.24054 -0.74883
C -1.82535 2.40976 -1.60752
C -0.44711 2.98007 -1.38570
C -0.02658 4.15145 -1.98619
C 1.36119 4.50346 -1.88924
C 2.25768 3.62269 -1.26523
C 1.77852 2.48103 -0.69505
N 0.48084 2.06662 -0.80030
C -2.11582 3.56164 1.89219
H 0.76794 3.87934 3.70915
H -3.70927 2.32181 0.44609
H -3.31047 0.63628 0.99497
H -2.81021 0.63646 -1.25936
H -2.52664 3.28967 -1.37726
H -2.00545 2.08531 -2.70799
H -0.82841 4.72252 -2.48429
H 1.71322 5.44551 -2.28349
H 3.32193 3.88494 -1.08930
H 2.44488 1.90648 -0.07448
H -3.00814 4.09832 1.62559
C 3.68480 -4.67755 1.74616
C 3.31170 -3.65334 0.67960
C 3.86418 -3.69246 -0.62211
C 3.58669 -2.67695 -1.49674
C 2.53976 -1.80772 -1.15081
Br 1.53369 -0.84833 -2.60047
N 2.05455 -1.69628 0.09147
C 2.44608 -2.62519 1.01164
H 3.20664 -5.67379 1.76215
H 3.49252 -4.27752 2.78207
H 4.79128 -5.01033 1.72415
H 4.53931 -4.46425 -0.89256
H 4.10028 -2.61949 -2.47589
H 2.03419 -2.53063 2.02196
C -3.97526 -4.13884 -1.24428
C -2.43604 -4.29854 -1.22817
C -1.87796 -3.01606 -0.93242
N -1.50991 -1.92299 -0.62460
H -4.45703 -4.81338 -1.91714
H -4.36577 -3.13182 -1.48818
H -4.45900 -4.37061 -0.29353
H -1.92308 -4.75846 -2.11890
H -2.12323 -4.92231 -0.43680
*
```

The energy is -132686.793 eV. Its HOMO energy (spin up / spin down) is -12.3810 / -12.3851 eV. Its gap between HOMO and LUMO (spin up / spin down) is 0.233 / 0.235 Eh. The LUMO energy (spin up / spin down) is -6.0299 / -5.9826 eV. The energy above the lowest of the compared OMol25 structures with the same formula, charge and spin is 29.9 kcal per mole.

Here are the Mulliken charges for atoms 1 to 8, given in e:
1. Nd 1.1404
2. I 0.1637
3. C -0.3701
4. C -0.3369
5. C -0.0894
6. I 0.0668
7. C 0.3989
8. O -0.7182


5.
Molecular formula: C26H40Cl2GeN5O5PSe2Y
Method: DFT, ωB97M-V/def2-TZVPD

```
! RIJCOSX wB97M-V def2-TZVPD def2/J DEFGRID3
* xyz 3 1
Y 0.34843 -0.43123 0.77901
Se -2.29921 5.76808 5.13896
N -1.77939 4.11794 5.56344
C -1.33706 3.56702 4.46445
C -0.82929 2.20278 4.39694
C -0.74107 1.37887 5.52058
C -0.23729 0.10373 5.38104
C 0.14603 -0.32691 4.11824
N 0.07729 0.44716 3.03588
C -0.39032 1.70426 3.17038
C -0.40265 2.54404 1.96334
N 0.04986 1.99227 0.81140
C 0.11152 2.77097 -0.27271
C -0.26861 4.10508 -0.27968
C -0.76768 4.65780 0.88010
C -0.84580 3.86561 2.02722
C -1.34278 4.38706 3.29489
N -1.78901 5.60682 3.44013
H -1.06669 1.75760 6.48101
H -0.14629 -0.56114 6.22790
H 0.51016 -1.33603 3.96955
H 0.47824 2.30998 -1.18218
H -0.17350 4.68600 -1.18647
H -1.09255 5.68943 0.92709
Cl 2.37791 -2.45986 1.48760
C 3.63301 -1.38659 2.18199
Cl 3.14220 0.30274 1.96846
H 4.55738 -1.56190 1.64496
H 3.71769 -1.60044 3.24057
O -0.21440 -2.81375 0.15222
C -0.92949 -2.87998 1.18432
O -1.06919 -1.89178 1.95279
C -1.62218 -4.18223 1.55712
N -1.30914 -5.21196 0.48908
C -2.62835 -5.69377 -0.10428
C -3.56759 -4.53763 0.17707
C -3.15361 -4.08463 1.57623
H -1.20596 -4.52381 2.50394
H -0.76089 -5.98710 0.85857
H -0.73616 -4.73645 -0.21952
H -2.90714 -6.59510 0.43792
H -2.46607 -5.93726 -1.15048
H -4.60674 -4.85559 0.12707
H -3.41907 -3.73624 -0.54930
H -3.55627 -4.75186 2.33759
H -3.46631 -3.07196 1.81941
C 3.43980 1.00662 -4.74492
Ge 4.01112 1.99315 -3.16333
C 5.94228 2.08976 -3.01785
C 3.13333 3.72966 -3.07950
C 3.39752 1.07411 -1.47954
Se 1.79102 -0.00978 -1.66947
C 2.54121 -1.65106 -2.38162
H 3.38504 1.69936 -5.58511
H 2.45013 0.55904 -4.63794
H 4.15518 0.22793 -5.01028
H 6.35927 2.64138 -3.86005
H 6.37971 1.09099 -3.02278
H 6.24532 2.59790 -2.10228
H 3.41376 4.34950 -3.93049
H 3.41284 4.26212 -2.16946
H 2.04644 3.61672 -3.10317
H 3.13420 1.84249 -0.74902
H 4.17064 0.45182 -1.02844
H 3.09575 -1.39185 -3.27866
H 1.70997 -2.30482 -2.63192
H 3.18876 -2.11739 -1.64484
C -2.17425 1.74835 -2.73913
O -2.78807 0.76599 -1.87043
P -1.94439 -0.33726 -1.10101
O -3.13637 -1.25846 -0.55795
C -4.21855 -0.67872 0.21177
O -1.26396 -1.26478 -2.19169
C -1.95889 -1.85015 -3.32572
H -2.87379 1.91910 -3.55118
H -1.23125 1.37461 -3.14134
H -2.02542 2.66943 -2.18205
H -4.92878 -1.47905 0.39686
H -4.70345 0.11091 -0.35600
H -3.83888 -0.29557 1.16062
H -1.54790 -2.84561 -3.46631
H -1.76324 -1.24317 -4.20576
H -3.02810 -1.90330 -3.13388
*
```

The energy is -267867.710 eV. Its HOMO energy is -15.7161 eV. Its gap between HOMO and LUMO is 0.281 Eh. The LUMO energy is -8.0566 eV. The energy above the lowest of the compared OMol25 structures with the same formula, charge and spin is 1.0 kcal per mole.

Here are the Mulliken charges for atoms 1 to 8, given in e:
1. Y -0.2860
2. Se 0.3757
3. N -0.8251
4. C 0.9705
5. C 0.4309
6. C -0.6302
7. C -1.1015
8. C -0.1958


Question: energy above the lowest of the compared OMol25 structures with the same formula, charge and spin of number 2 (C5H9NO)?
Answer: 81.7 kcal per mole


Question: The lowest energy belongs to which entry?
Answer: C26H40Cl2GeN5O5PSe2Y


Question: The highest energy belongs to which entry?
Answer: C5H9NO